(1)
52
Properties=species:S:1:pos:R:3:mulliken_spin:R:1 method="wB97M-V/def2-TZVPD" s_squared=0.847 spin_multiplicity=2 total_charge=+3 homo_ev="-16.02 / -17.03" homo_lumo_gap_ev="6.25 / 6.77"
Hf 0.5543 -2.7118 0.9848 0.033
C -7.0747 3.8323 -1.7609 -0.001
O -5.9249 4.5797 -2.1974 -0.025
C -4.7564 4.4408 -1.6779 -0.024
C -4.4638 3.6018 -0.5545 -0.018
C -3.1883 3.4752 -0.1225 0.018
C -2.1206 4.1700 -0.7882 -0.024
C -2.4325 5.0634 -1.8647 0.016
C -3.7085 5.1926 -2.2884 -0.010
N -0.8570 3.9997 -0.4699 0.219
N -0.2632 3.4259 0.4306 0.357
C 0.4056 2.3481 0.7494 -0.071
C 0.9044 2.1882 2.0697 0.224
C 1.2459 0.9436 2.5423 -0.094
C 1.1233 -0.1902 1.7358 0.196
O 1.2581 -1.4481 2.2101 0.022
C 0.8887 -0.0289 0.3373 0.048
N 0.9791 -1.1488 -0.4651 0.065
C 0.8829 -0.9868 -1.7921 -0.010
C 0.6514 0.2444 -2.3793 0.072
C 0.4594 1.3597 -1.5752 -0.047
C 0.5794 1.2444 -0.1923 0.057
H -7.8126 3.9454 -2.5470 0.000
H -7.4682 4.2448 -0.8320 0.000
H -6.8341 2.7787 -1.6241 0.000
H -5.2643 3.0934 -0.0356 0.001
H -2.9516 2.8585 0.7360 -0.004
H -1.6292 5.6157 -2.3350 0.002
H -3.9663 5.8508 -3.1072 0.000
H 0.9550 3.0551 2.7149 -0.001
H 1.5882 0.8068 3.5603 0.002
H 1.0102 -1.8724 -2.4035 0.002
H 0.6063 0.3273 -3.4556 0.003
H 0.2424 2.3174 -2.0314 -0.008
Cl -0.1427 -4.2813 2.5887 0.001
Ge -1.6047 -2.4061 3.4273 0.001
Cl -3.3940 -3.4877 3.4000 0.000
Cl -1.6562 -1.8519 0.8928 -0.002
F 7.0314 -4.7296 1.5785 0.000
C 6.3496 -5.3664 0.6240 0.000
F 6.9360 -5.1287 -0.5512 0.000
F 6.3639 -6.6686 0.8672 0.000
C 4.9278 -4.8198 0.5859 0.000
C 4.7612 -3.4438 0.4485 0.002
C 3.4854 -2.9351 0.4405 0.001
N 2.3928 -3.7297 0.5565 0.003
C 2.5703 -5.0645 0.6682 0.000
C 3.8198 -5.6479 0.6825 0.000
H 5.6200 -2.7926 0.3572 0.000
H 3.3128 -1.8725 0.3393 -0.003
H 1.6766 -5.6714 0.7463 0.000
H 3.9315 -6.7193 0.7764 0.000

=====

(2)
46
Properties=species:S:1:pos:R:3:nbo_charge:R:1 method="wB97M-V/def2-TZVPD" smiles="O=C(Nc1ccc(F)cc1)OC[C@@]1(c2ccccc2)OC(=O)Nc2ccc(Cl)cc21" homo_ev=-8.44 homo_lumo_gap_ev=8.87
O 0.5976 2.1037 -1.6557 -0.633
C -0.3841 1.3581 -1.6624 0.903
N -0.9250 0.8785 -2.8512 -0.613
C -0.3451 0.7725 -4.0984 0.158
C -1.0569 0.0262 -5.0869 -0.233
C -0.5668 -0.0782 -6.3805 -0.266
C 0.6250 0.5241 -6.7714 0.375
F 0.9885 0.4459 -8.0554 -0.316
C 1.3495 1.2724 -5.7993 -0.246
C 0.8703 1.3949 -4.5018 -0.240
O -1.1063 1.0149 -0.5428 -0.526
C -0.5653 1.3812 0.7460 -0.085
C -0.6802 0.2857 1.8898 0.220
C -0.0629 0.6877 3.2685 -0.067
C 0.2503 1.9963 3.6647 -0.147
C 0.6596 2.3149 4.9576 -0.227
C 0.9028 1.3172 5.9072 -0.195
C 0.6834 -0.0322 5.5314 -0.207
C 0.1588 -0.3367 4.2425 -0.182
O -2.0941 0.0979 2.1795 -0.487
C -2.7748 -0.9308 1.6197 0.896
O -3.9964 -1.0489 1.5832 -0.614
N -2.1432 -2.0316 1.1057 -0.614
C -0.7720 -2.0857 0.9462 0.157
C -0.1390 -3.2227 0.5000 -0.242
C 1.2855 -3.2526 0.3838 -0.191
C 2.0662 -2.1311 0.7268 -0.093
Cl 3.7880 -2.2069 0.5653 0.020
C 1.4122 -0.9854 1.2069 -0.144
C 0.0084 -0.9758 1.3452 -0.100
H -1.8600 0.4608 -2.7262 0.412
H -1.9792 -0.4366 -4.8428 0.209
H -1.0928 -0.6158 -7.1350 0.225
H 2.2800 1.6964 -6.0983 0.224
H 1.4557 1.9997 -3.8309 0.253
H -1.0305 2.3069 1.0553 0.203
H 0.5437 1.6186 0.6858 0.224
H 0.1624 2.8507 2.9942 0.206
H 0.9304 3.3243 5.1862 0.216
H 1.3384 1.6072 6.8713 0.222
H 0.8614 -0.8409 6.2078 0.219
H -0.0371 -1.3700 3.9713 0.220
H -2.7162 -2.7371 0.7672 0.422
H -0.7325 -4.1097 0.3359 0.220
H 1.8105 -4.1794 0.0950 0.233
H 2.0321 -0.1286 1.4989 0.233

=====

(3)
51
Properties=species:S:1:pos:R:3:nbo_charge:R:1 method="wB97M-V/def2-TZVPD" homo_ev=-8.03 homo_lumo_gap_ev=7.64
Pd 0.4560 -0.4622 -0.6989 0.871
O 4.2894 0.7120 -0.0542 -0.540
C 3.1960 0.2037 -0.1075 0.638
N 1.9617 0.8014 -0.2172 -0.703
C 1.7586 2.1263 0.0883 0.635
O 2.6089 2.9590 0.3094 -0.554
C 0.2911 2.5149 0.1959 0.112
C -0.0232 3.8587 0.3302 -0.209
C -1.3535 4.2201 0.4484 -0.162
C -2.3214 3.2274 0.4343 -0.244
C -1.9167 1.9103 0.2939 0.050
N -0.6401 1.5600 0.1782 -0.449
C 3.0568 -1.3050 0.0245 0.124
C 4.1558 -2.0878 0.3066 -0.203
C 3.9742 -3.4429 0.5309 -0.144
C 2.6904 -3.9626 0.4811 -0.239
C 1.6336 -3.1214 0.1784 0.053
N 1.8212 -1.8232 -0.0603 -0.411
H 0.7809 4.5802 0.3428 0.252
H -1.6328 5.2604 0.5523 0.223
H -3.3721 3.4625 0.5296 0.226
H -2.6386 1.1023 0.2682 0.208
H 5.1214 -1.6043 0.3536 0.257
H 4.8181 -4.0813 0.7544 0.228
H 2.4941 -5.0078 0.6719 0.233
H 0.6122 -3.4701 0.1274 0.235
F 0.1896 -6.4352 -4.5772 -0.285
C -0.1272 -5.4116 -3.7841 0.254
C 0.6268 -4.2545 -3.7956 0.306
F 1.6819 -4.1541 -4.6074 -0.295
C 0.2843 -3.1985 -2.9687 0.288
F 1.0605 -2.1049 -3.0386 -0.312
C -0.8018 -3.2445 -2.0980 -0.283
S -1.2924 -1.9464 -1.0215 -0.211
C -1.5340 -4.4303 -2.1135 0.317
F -2.5908 -4.5659 -1.3061 -0.293
C -1.2165 -5.4941 -2.9357 0.270
F -1.9515 -6.6069 -2.9111 -0.286
C 0.6554 1.6122 -4.6279 -0.435
C -0.2427 0.3819 -4.8038 -0.431
C -1.1545 0.4787 -3.5972 -0.071
O -0.2912 0.9218 -2.5391 -0.571
C 0.6190 1.8810 -3.1137 -0.076
H 0.2525 2.4638 -5.1759 0.207
H 1.6697 1.4386 -4.9818 0.222
H 0.3419 -0.5342 -4.7499 0.217
H -0.7921 0.3907 -5.7446 0.218
H -1.6150 -0.4532 -3.2813 0.218
H -1.9349 1.2339 -3.7521 0.165
H 1.5841 1.7439 -2.6300 0.202
H 0.2499 2.8857 -2.8903 0.178

=====

(4)
52
Properties=species:S:1:pos:R:3:mulliken_spin:R:1 method="wB97M-V/def2-TZVPD" s_squared=6.073 spin_multiplicity=5 total_charge=+1 homo_ev="-10.87 / -11.17" homo_lumo_gap_ev="6.51 / 5.41"
Os 0.0688 -0.8259 -0.2679 2.233
C -2.3255 -1.9244 1.8909 0.001
O -1.8313 -0.9250 1.0002 0.107
C -2.4303 0.3242 1.0078 0.052
C -3.6194 0.6345 1.6444 0.008
C -4.1284 1.9241 1.5665 0.000
C -3.4540 2.9152 0.8685 0.000
C -2.2754 2.6151 0.2172 -0.009
C -1.7579 1.3181 0.2704 -0.044
N -0.6140 0.9486 -0.4384 0.022
N -0.2092 1.7961 -1.3014 -0.056
C 0.8402 1.6917 -2.0954 0.139
C 1.9035 0.7186 -1.9211 0.040
O 1.8120 -0.2478 -1.0858 0.042
C 3.0774 0.8784 -2.7063 -0.003
C 3.1437 1.8046 -3.6980 0.070
C 2.0544 2.6674 -4.0011 0.014
C 2.0812 3.5307 -5.1060 0.010
C 0.9862 4.3080 -5.4118 0.019
C -0.1480 4.2699 -4.5987 0.000
C -0.1900 3.4503 -3.4946 0.040
C 0.9031 2.6289 -3.1823 -0.040
H -2.4869 -1.5059 2.8884 0.000
H -1.5647 -2.7049 1.9516 -0.001
H -3.2551 -2.3595 1.5130 0.000
H -4.1696 -0.1135 2.1907 0.000
H -5.0679 2.1450 2.0480 0.000
H -3.8563 3.9160 0.8283 0.000
H -1.7317 3.3506 -0.3551 -0.004
H 3.8890 0.1950 -2.5119 0.002
H 4.0315 1.8803 -4.3055 0.000
H 2.9610 3.5443 -5.7322 0.002
H 1.0027 4.9492 -6.2794 0.001
H -0.9992 4.8859 -4.8409 0.000
H -1.0710 3.4100 -2.8723 0.014
S -0.6439 -1.1042 -2.8593 0.516
C -2.3731 -1.1667 -2.9002 0.013
S -2.9181 0.4384 -2.8764 0.786
C -3.1078 -2.3287 -3.0105 0.008
C -4.5011 -2.3163 -3.1986 -0.031
N -5.6364 -2.3164 -3.3592 0.024
C -2.4660 -3.5627 -2.9196 -0.014
N -1.9174 -4.5645 -2.7785 0.018
N -0.3013 -5.8037 -1.0616 0.003
N 0.2982 -4.7506 -0.5408 0.003
N 1.4241 -4.8137 0.1284 0.004
C 1.6265 -3.5606 0.4959 0.005
N 0.6385 -2.7756 0.0678 -0.026
N -0.2055 -3.5526 -0.5945 0.033
H 0.2991 -6.6092 -1.1767 0.000
H -0.9872 -5.5616 -1.8067 0.001
H 2.4594 -3.2209 1.0737 0.000

=====

So what do the calculations give for F_max? Going down the list: 1.512; 3.624; 0.702; 1.815 eV Å⁻¹.
So what do the calculations give for energy relative to the best compared isomer or geometry (same formula, charge and spin)? Going down the list: 23.2; 0.0; 15.7; 27.6 kcal/mol.